17
Properties=species:S:1:pos:R:3:forces:R:3 method="wB97M-V/def2-TZVPD" homo_energy_ev=-5.865 e_tot_ha=-251.5707 relative_energy_kcal_mol=183.10 max_force_ev_per_a=4.51
C 0.180509 3.229375 -0.728402 -0.9 -0.6 -0.8
C -0.947837 -2.737657 -0.418815 -0.3 4.5 -0.3
C 0.098182 -1.998354 0.160252 -1.6 1.1 1.2
C 1.200187 -2.436663 0.939538 0.5 2.1 -2.3
C -0.149654 -0.451572 0.271211 0.2 -1.0 0.1
N -0.386169 2.237427 0.160495 0.3 1.2 0.3
H 0.951052 2.833883 -1.441702 -0.8 0.1 0.7
H 0.573114 4.121210 -0.252599 0.3 0.3 0.4
H -0.963470 -3.733460 -0.331289 -0.1 -3.8 0.1
H -1.863387 -2.239423 -0.948204 2.1 -0.8 1.1
H 2.050356 -1.684413 0.941858 -1.2 -0.9 0.6
H 1.501429 -3.416468 1.205455 -0.3 -1.0 0.2
H 0.739023 -0.015143 0.750462 -0.5 0.2 -0.1
H -1.057688 -0.170750 0.893465 1.2 -0.7 -0.7
H -0.279671 0.019903 -0.704098 0.0 -0.1 0.2
H -0.951355 2.809011 0.821633 0.3 -0.5 -0.3
H -0.694619 3.633093 -1.319261 0.7 -0.1 -0.1